{
  "formula": "C24H49Cl14IN3O2",
  "method": "wB97M-V/def2-TZVPD",
  "total_charge": 1,
  "homo_lumo_gap_ha": 0.3573,
  "multiplicity": 1,
  "symbols": ["I", "Cl", "Cl", "Cl", "Cl", "Cl", "Cl", "Cl", "Cl", "Cl", "Cl", "Cl", "Cl", "Cl", "Cl", "O", "O", "N", "N", "N", "C", "C", "C", "C", "C", "C", "C", "C", "C", "C", "C", "C", "C", "C", "C", "C", "C", "C", "C", "C", "C", "C", "C", "C", "H", "H", "H", "H", "H", "H", "H", "H", "H", "H", "H", "H", "H", "H", "H", "H", "H", "H", "H", "H", "H", "H", "H", "H", "H", "H", "H", "H", "H", "H", "H", "H", "H", "H", "H", "H", "H", "H", "H", "H", "H", "H", "H", "H", "H", "H", "H", "H", "H"],
  "coordinates": [[4.22511, 2.29868, -2.10277], [3.68006, -0.01012, 4.01071], [-0.31397, -5.92664, 1.01630], [2.66731, 3.22079, 4.11370], [1.18421, 7.06531, -0.71958], [-3.52828, 0.46964, 1.05427], [-2.46137, -0.31978, -4.82655], [3.57777, 6.10703, 1.50114], [-2.56552, -5.11815, -1.45804], [0.85594, -1.85148, 3.59784], [-5.87395, -5.85585, -1.29881], [-4.43846, 1.49395, 4.15023], [-2.13972, -3.27992, 4.23519], [-5.52969, -0.43127, -6.25090], [2.12892, -4.21007, -0.59937], [0.63941, 1.09877, -2.69310], [1.62503, 1.68055, -0.42770], [1.27760, -1.07145, -4.02127], [1.29532, 0.07425, -2.03080], [2.91412, -1.58799, -2.46667], [0.53026, -3.58202, -0.07481], [-2.99882, 0.58005, -6.28011], [2.90641, 6.76999, -1.06917], [0.07676, -4.20291, 1.21859], [3.61267, 0.48088, -1.16407], [-0.88391, 3.60514, -1.83713], [3.46778, 5.65947, -0.22001], [-3.30591, -6.54105, -0.67557], [4.73214, 1.43232, 4.07729], [-4.28623, -0.52658, 2.32866], [1.81594, 1.93586, 0.97272], [-4.44787, 0.97861, -6.17968], [4.04514, -0.75962, -1.97017], [-4.52740, -7.01633, -1.41783], [1.81638, -0.83509, -2.84832], [-0.75456, 1.12732, -2.29885], [-0.63809, -3.50074, 5.17537], [4.11775, 2.53638, 4.89820], [-0.47703, 1.79491, 2.07933], [-5.26353, 0.26816, 3.15360], [2.11536, 0.47051, -0.85789], [-1.34943, 2.44476, -2.71151], [0.87550, 1.11975, 1.84301], [0.19470, -2.24515, 5.20970], [0.83323, -4.11557, 1.99091], [1.04132, -2.37916, 5.88024], [0.19757, 3.63217, -1.72448], [-1.36280, 3.57649, -0.86021], [-2.81738, -0.05350, -7.14369], [2.86180, 1.82793, 1.27117], [-4.31568, -7.17437, -2.47193], [-2.43229, 2.35725, -2.62876], [4.63623, -0.47611, -2.83394], [-0.46163, 2.43082, 2.96243], [2.85339, 4.76481, -0.28989], [4.11449, 0.46163, -0.20219], [1.57419, 2.98933, 1.10117], [-1.17948, 4.54563, -2.30056], [1.77196, -1.66587, -4.66758], [-1.10950, 2.63853, -3.75921], [4.65739, -1.40056, -1.34316], [-0.92914, -3.77560, 6.18718], [3.82550, 2.18555, 5.88421], [-2.55041, -7.32445, -0.66330], [0.63100, -2.50316, 0.05572], [-1.28143, 0.25998, -2.69049], [-0.09205, -4.32924, 4.73115], [5.67777, 1.12331, 4.51859], [-0.38479, -1.38803, 5.54228], [-0.78968, 1.05576, -1.20854], [4.83375, 3.34813, 5.01183], [-4.65037, 1.50966, -5.25293], [2.60882, -2.27464, -1.76985], [-4.70068, 1.62529, -7.01788], [1.36363, 0.91907, 2.79163], [4.91334, 1.75915, 3.05609], [-5.98980, 0.77955, 2.52756], [-0.77114, 2.39087, 1.21613], [0.68748, 0.14391, 1.38838], [4.47644, 5.41618, -0.55098], [-3.54274, -6.26715, 0.34878], [-0.82912, -3.70477, 1.56088], [-4.87156, -7.95323, -0.98376], [-0.17773, -3.77964, -0.87461], [2.97524, 6.49467, -2.12056], [-3.48959, -0.93501, 2.94598], [-1.21711, 1.01879, 2.24482], [1.96489, -0.30616, -0.09847], [0.37045, -0.71215, -4.28994], [-4.79927, -1.34703, 1.82982], [-5.79105, -0.39804, 3.83374], [-2.37286, 1.46743, -6.35493], [3.44556, 7.70068, -0.91404]],
  "atomic_forces_ev_per_a": [[-0.045, -0.065, -0.079], [0.074, 0.026, -0.067], [0.149, -0.136, 0.156], [0.016, -0.001, 0.038], [-0.018, -0.004, 0.004], [-0.084, -0.057, -0.138], [0.012, -0.116, -0.155], [-0.022, -0.031, 0.017], [-0.103, 0.146, -0.143], [-0.004, 0.045, 0.030], [-0.003, 0.014, -0.012], [0.007, 0.016, -0.004], [-0.007, -0.021, -0.036], [0.006, 0.000, 0.021], [-0.033, 0.067, 0.026], [-0.360, -0.230, 0.053], [-0.017, -0.096, -0.111], [-0.172, -0.130, -0.209], [0.872, 0.554, -0.668], [-0.054, 0.480, 0.473], [-0.126, 0.128, 0.008], [0.048, 0.124, -0.157], [0.019, 0.009, -0.059], [-0.118, -0.036, -0.021], [0.119, -0.131, -0.118], [-0.121, 0.263, -0.319], [0.044, -0.062, -0.012], [0.032, -0.126, 0.093], [0.083, 0.031, 0.019], [-0.022, -0.156, 0.026], [-0.246, 0.199, 0.489], [-0.061, 0.006, 0.010], [-0.224, -0.073, 0.089], [-0.016, -0.042, -0.018], [-0.404, -0.349, -0.297], [-0.251, 0.013, 1.052], [0.047, -0.031, 0.059], [0.027, 0.041, 0.035], [0.261, -0.330, 0.062], [-0.041, -0.003, 0.028], [-0.102, 0.183, 0.472], [0.186, 0.120, -0.062], [-0.096, 0.113, 0.054], [-0.051, -0.022, 0.106], [0.041, -0.047, -0.012], [0.029, -0.038, -0.046], [0.066, -0.101, 0.085], [0.117, -0.101, 0.134], [-0.026, -0.070, 0.042], [0.110, -0.205, -0.214], [-0.004, 0.039, -0.010], [-0.088, -0.111, -0.139], [0.080, 0.036, -0.024], [0.072, 0.153, -0.043], [-0.024, 0.005, 0.006], [0.105, 0.200, 0.053], [0.087, 0.108, -0.142], [-0.003, 0.073, 0.033], [-0.027, -0.191, 0.177], [-0.060, -0.039, -0.077], [0.028, -0.134, -0.039], [-0.038, 0.037, 0.001], [-0.035, -0.027, -0.016], [0.009, 0.011, -0.044], [0.041, -0.017, 0.055], [0.126, 0.025, -0.229], [-0.011, 0.004, -0.029], [-0.026, -0.014, 0.045], [-0.024, 0.007, -0.055], [0.061, -0.015, 0.048], [-0.005, 0.014, -0.045], [0.004, -0.019, 0.015], [0.267, -0.278, -0.261], [0.026, -0.013, -0.024], [0.027, -0.046, 0.065], [-0.031, -0.001, -0.009], [0.026, 0.035, -0.007], [-0.152, -0.004, -0.036], [0.143, -0.086, -0.076], [0.007, 0.041, -0.002], [-0.005, 0.052, -0.011], [0.004, 0.023, -0.023], [0.004, 0.011, 0.033], [0.036, -0.072, -0.015], [-0.005, -0.027, 0.006], [0.036, 0.055, -0.004], [-0.215, 0.164, 0.049], [-0.055, -0.117, -0.019], [0.131, 0.298, -0.019], [-0.034, 0.039, -0.031], [0.029, -0.017, 0.010], [-0.009, 0.009, 0.063], [-0.034, 0.017, 0.047]]
}

=====

{
  "formula": "C24H49CrN2O6P2",
  "method": "wB97M-V/def2-TZVPD",
  "total_charge": 2,
  "s_squared": 3.8095,
  "homo_lumo_gap_ha": [0.3396, 0.3668],
  "relative_energy_kcal_mol": 2.6,
  "multiplicity": 4,
  "symbols": ["Cr", "P", "P", "O", "O", "O", "O", "O", "O", "N", "N", "C", "C", "C", "C", "C", "C", "C", "C", "C", "C", "C", "C", "C", "C", "C", "C", "C", "C", "C", "C", "C", "C", "C", "C", "H", "H", "H", "H", "H", "H", "H", "H", "H", "H", "H", "H", "H", "H", "H", "H", "H", "H", "H", "H", "H", "H", "H", "H", "H", "H", "H", "H", "H", "H", "H", "H", "H", "H", "H", "H", "H", "H", "H", "H", "H", "H", "H", "H", "H", "H", "H", "H", "H"],
  "coordinates": [[-1.04143, -0.94664, 1.60793], [1.75582, -0.24756, 0.09889], [-0.53306, -1.21748, -1.58126], [-1.31947, -1.37546, -0.31266], [0.28160, -2.46523, -2.01078], [-1.53040, -0.75453, -2.67212], [0.90606, -0.65711, 1.26893], [2.82527, -1.35344, -0.12425], [2.42724, 1.14962, 0.27904], [-1.41851, 1.04860, 1.36586], [-2.48431, 3.10867, 1.09272], [-1.57448, -4.10456, -2.15206], [-2.50620, 1.78351, 1.24501], [-2.16939, -1.12740, 3.52353], [3.93647, -1.23067, -1.10008], [0.46494, -4.46851, -0.68810], [-4.29081, 4.14037, 2.51769], [-1.21272, 3.83574, 1.01511], [2.67712, 2.11845, 2.48817], [-0.33548, -1.31833, -4.78122], [5.21501, -1.50777, -0.34838], [-0.08569, -3.89836, -1.97402], [-0.82803, -1.51306, 3.74139], [3.40526, 1.40292, 1.37368], [-1.74557, -2.97927, 2.24208], [-2.73354, -2.01861, 2.57716], [-3.71345, 3.92618, 1.12503], [-0.63212, 4.20482, 2.37598], [-0.57225, -2.66915, 2.95150], [-1.07332, 1.04081, -4.24238], [-3.82592, 1.07194, 1.24776], [-1.36520, -0.43712, -4.10795], [0.77649, 0.01037, -1.39264], [3.68715, -2.21092, -2.22364], [4.53208, 2.20206, 0.77002], [5.28069, 2.40782, 1.53558], [-3.58498, 4.65888, 3.16539], [-0.34087, -1.10182, -5.84921], [3.35693, 2.26327, 3.32811], [4.48187, -2.12049, -2.96342], [-4.28336, 1.10521, 2.23714], [0.67135, -1.12182, -4.40544], [-4.57009, 3.20239, 2.99762], [0.30400, 0.99387, -1.32913], [0.29439, -5.54435, -0.65718], [-1.29513, 4.88563, 2.90769], [0.45188, -4.30120, -2.82994], [-2.65637, -0.26906, 3.95755], [3.76127, 0.43053, 1.71940], [-0.49786, 3.24627, 0.43677], [-0.56139, 1.58931, 1.34811], [-0.03104, -4.00801, 0.16802], [-0.56376, -2.37592, -4.65285], [-4.52856, 1.51142, 0.54596], [-5.18876, 4.75340, 2.44329], [-3.45055, 4.88888, 0.69203], [3.93011, -0.20351, -1.47447], [-3.73905, -1.99312, 2.18926], [-1.93501, -3.65055, -3.07553], [-1.77645, -5.17363, -2.20820], [-2.35546, -0.65458, -4.50131], [3.69378, -3.23144, -1.83791], [2.73072, -2.02974, -2.71512], [-0.48230, 3.32273, 2.99963], [-0.11679, -1.00884, 4.37609], [1.82459, 1.53280, 2.83597], [4.15925, 3.15292, 0.38747], [0.32563, 4.70777, 2.24524], [-1.80461, 1.63165, -3.69060], [5.19440, -2.51456, 0.06978], [0.37704, -3.17374, 2.86470], [1.42626, 0.00547, -2.27073], [6.05839, -1.43674, -1.03545], [5.37403, -0.79391, 0.45961], [2.33580, 3.09782, 2.15065], [-1.13118, 1.32503, -5.29296], [-1.86904, -3.77427, 1.52476], [-4.45711, 3.48874, 0.46275], [5.01457, 1.65957, -0.04299], [-1.39303, 4.73397, 0.42867], [-2.13347, -3.68936, -1.31160], [1.53641, -4.28445, -0.60995], [-3.66845, 0.03416, 0.97102], [-0.06784, 1.28269, -3.89019]],
  "atomic_forces_ev_per_a": [[0.007, -0.075, -0.007], [0.003, 0.103, 0.014], [-0.009, 0.094, -0.142], [-0.041, -0.033, 0.064], [-0.005, 0.011, -0.013], [0.014, -0.036, 0.026], [-0.072, 0.106, -0.079], [-0.051, 0.026, -0.047], [0.062, -0.076, -0.035], [0.107, -0.010, -0.075], [0.045, -0.026, 0.033], [0.031, 0.083, -0.025], [-0.008, -0.048, -0.076], [0.021, -0.035, -0.060], [0.067, -0.042, -0.044], [0.048, 0.047, -0.007], [0.039, -0.023, -0.001], [0.058, 0.030, 0.101], [0.008, -0.041, -0.028], [-0.047, -0.014, 0.063], [0.026, 0.010, 0.020], [-0.074, -0.093, 0.032], [-0.014, 0.048, -0.074], [-0.044, 0.073, 0.059], [0.024, -0.007, 0.036], [-0.015, 0.103, 0.002], [-0.038, 0.058, 0.030], [-0.076, -0.005, -0.047], [0.005, 0.036, -0.012], [-0.015, -0.012, 0.039], [0.003, -0.017, 0.019], [0.082, 0.038, -0.087], [-0.103, -0.061, 0.062], [-0.058, 0.009, 0.055], [0.002, -0.006, -0.012], [-0.004, 0.002, -0.016], [-0.012, -0.013, -0.001], [-0.002, 0.014, 0.007], [-0.019, 0.018, -0.001], [0.004, 0.002, -0.007], [0.019, 0.002, 0.006], [-0.007, -0.018, -0.026], [0.003, 0.019, -0.016], [0.018, -0.007, 0.055], [-0.008, 0.001, 0.005], [0.025, -0.004, 0.005], [0.030, -0.005, -0.025], [-0.014, -0.010, 0.035], [-0.004, -0.038, -0.015], [-0.010, -0.033, -0.045], [-0.016, 0.048, 0.168], [0.002, -0.026, 0.002], [0.027, 0.020, -0.010], [0.003, -0.013, -0.017], [0.008, -0.005, 0.004], [0.014, -0.009, -0.038], [-0.015, 0.027, 0.007], [-0.018, 0.004, 0.027], [-0.006, -0.009, 0.020], [0.000, -0.006, 0.017], [-0.020, -0.024, 0.003], [-0.009, 0.011, -0.016], [0.029, -0.015, -0.002], [0.025, -0.006, 0.019], [-0.002, -0.022, 0.029], [0.016, 0.014, 0.013], [0.015, -0.014, 0.002], [0.000, -0.004, 0.017], [0.028, -0.005, -0.014], [0.006, 0.017, -0.002], [-0.005, -0.024, 0.032], [0.008, -0.016, 0.018], [0.005, -0.005, 0.015], [-0.006, -0.013, -0.013], [-0.010, -0.006, 0.001], [0.001, -0.005, 0.005], [0.002, -0.028, 0.014], [-0.004, -0.015, -0.016], [0.003, 0.014, 0.012], [-0.028, 0.014, -0.010], [-0.011, -0.027, -0.014], [-0.021, -0.009, 0.005], [-0.004, -0.019, -0.020], [-0.022, 0.007, -0.006]]
}

=====

Which electronic energy belongs to each record? In order, -7998.7652, -3231.8302 Eh.